# 1
168
Properties=species:S:1:pos:R:3 method="wB97M-V/def2-TZVPD" total_charge=0 homo_lumo_gap_ha=0.281 e_lumo_ev=-0.77 multiplicity=1
C 1.732 0.909 -1.743
C 2.259 1.937 -1.012
C 3.125 1.608 0.137
C 2.793 1.560 1.434
C 1.445 1.901 1.992
C 0.331 0.851 1.751
C -0.724 1.297 0.708
C -2.026 1.783 1.359
C -3.211 1.632 0.399
C -3.640 0.171 0.180
C -4.802 -0.263 1.100
C -5.458 -1.511 0.520
O -6.089 -1.163 -0.708
C -5.721 -1.978 -1.804
C 3.893 1.136 2.348
O 4.029 1.599 3.460
C 4.857 0.121 1.812
C 5.331 -0.923 2.773
C 4.159 -1.921 3.021
C 4.499 -3.397 2.831
C 3.199 -4.206 3.004
C 5.046 -3.706 1.431
C 5.220 0.222 0.526
C 6.224 -0.646 -0.178
C 7.591 0.021 -0.380
C 8.720 -0.293 0.568
N 7.845 0.814 -1.335
C 4.547 1.311 -0.251
O 5.095 1.926 -1.135
H 1.071 0.182 -1.270
H 1.961 0.728 -2.789
H 2.018 2.967 -1.282
H 1.564 2.020 3.071
H 1.124 2.881 1.631
H -0.207 0.756 2.696
H 0.741 -0.131 1.537
H -0.321 2.129 0.133
H -0.920 0.454 0.043
H -2.215 1.290 2.311
H -1.923 2.858 1.541
H -4.070 2.198 0.768
H -2.938 2.090 -0.555
H -2.798 -0.475 0.447
H -3.878 -0.027 -0.865
H -4.370 -0.488 2.074
H -5.548 0.531 1.141
H -6.246 -1.837 1.207
H -4.726 -2.311 0.380
H -6.312 -2.898 -1.771
H -4.653 -2.208 -1.834
H -5.979 -1.437 -2.713
H 6.223 -1.420 2.407
H 5.551 -0.459 3.737
H 3.354 -1.706 2.306
H 3.733 -1.748 4.009
H 5.205 -3.759 3.581
H 3.428 -5.262 3.143
H 2.635 -4.127 2.083
H 2.571 -3.796 3.796
H 4.723 -4.701 1.120
H 4.648 -3.006 0.692
H 6.136 -3.699 1.376
H 6.383 -1.583 0.346
H 5.842 -0.853 -1.179
H 9.635 -0.052 0.032
H 8.699 0.325 1.466
H 8.775 -1.352 0.829
H 7.015 0.961 -1.907
C 8.300 -1.605 4.728
Cl 9.938 -1.705 5.369
Cl 7.948 -2.961 3.644
H 7.598 -1.635 5.553
H 8.194 -0.679 4.173
C 4.478 -2.361 -4.181
Cl 4.479 -4.094 -3.840
Cl 3.668 -1.438 -2.908
H 5.505 -2.021 -4.252
H 3.955 -2.189 -5.114
C -8.767 -2.008 -3.924
Cl -8.591 -3.645 -3.286
Cl -7.473 -1.620 -5.065
H -9.718 -1.933 -4.437
H -8.723 -1.305 -3.100
C 2.507 3.479 -4.639
Cl 0.808 3.114 -4.302
Cl 3.437 2.024 -5.018
H 2.555 4.156 -5.484
H 2.937 3.940 -3.759
C 2.798 0.438 6.222
Cl 1.067 0.088 6.300
Cl 3.779 -1.032 6.365
H 3.018 0.902 5.267
H 3.058 1.102 7.037
C -3.826 2.552 5.169
Cl -2.106 2.304 5.519
Cl -4.423 1.424 3.954
H -4.388 2.404 6.083
H -3.963 3.560 4.798
C -7.095 -1.847 -8.919
Cl -5.665 -1.268 -9.777
Cl -7.344 -3.583 -9.149
H -6.965 -1.655 -7.862
H -7.960 -1.320 -9.304
C -5.241 0.462 8.400
Cl -4.669 2.093 8.782
Cl -6.312 0.433 6.994
H -4.382 -0.166 8.194
H -5.789 0.090 9.256
C -7.504 4.038 4.101
Cl -6.017 4.593 3.310
Cl -7.804 2.322 3.823
H -7.411 4.205 5.167
H -8.337 4.602 3.701
C -2.053 5.347 -3.520
Cl -3.071 4.478 -2.364
Cl -3.004 6.128 -4.789
H -1.499 6.109 -2.986
H -1.377 4.637 -3.981
C -0.513 -3.029 0.469
Cl 1.231 -2.965 0.202
Cl -0.953 -2.076 1.891
H -1.010 -2.627 -0.407
H -0.810 -4.057 0.645
C 0.264 -6.727 2.569
Cl 1.359 -6.257 1.263
Cl -0.570 -5.333 3.265
H -0.477 -7.410 2.170
H 0.844 -7.208 3.347
C 4.243 7.256 -4.211
Cl 3.202 6.383 -3.076
Cl 3.312 8.029 -5.497
H 4.782 8.018 -3.662
H 4.931 6.549 -4.658
C -6.463 0.750 -12.867
Cl -7.683 0.900 -11.594
Cl -7.179 0.714 -14.482
H -5.791 1.597 -12.805
H -5.926 -0.179 -12.695
C -4.693 -3.179 -12.895
Cl -4.042 -1.534 -12.842
Cl -5.848 -3.392 -14.214
H -3.870 -3.868 -13.036
H -5.199 -3.372 -11.955
C -0.236 -0.401 -11.030
Cl 0.144 0.178 -12.656
Cl -1.935 -0.150 -10.617
H -0.025 -1.463 -10.985
H 0.376 0.140 -10.319
C -11.090 4.229 6.525
Cl -11.161 3.579 4.884
Cl -9.454 4.168 7.198
H -11.417 5.261 6.507
H -11.738 3.636 7.160
C 11.349 -5.159 4.093
Cl 11.287 -6.784 4.783
Cl 11.600 -5.193 2.341
H 10.408 -4.659 4.294
H 12.172 -4.618 4.544
C 11.967 -1.650 2.172
Cl 13.158 -2.102 3.400
Cl 11.673 0.092 2.153
H 12.347 -1.956 1.205
H 11.032 -2.153 2.390
C -9.568 5.106 10.814
Cl -11.288 4.950 10.432
Cl -9.194 4.518 12.437
H -9.005 4.524 10.095
H -9.297 6.153 10.755

# 2
22
Properties=species:S:1:pos:R:3 method="wB97M-V/def2-TZVPD" total_charge=+2 homo_lumo_gap_ha=0.187 de_lowest_kcal_mol=11.7 e_lumo_ev=-11.54 multiplicity=1
C -2.241 0.122 -0.625
C -2.447 -1.087 -0.834
C 0.920 1.665 0.708
C 2.389 -1.986 -0.034
C -2.287 1.484 -0.152
C 1.322 -1.470 -1.002
N 1.145 0.557 0.183
N -0.216 2.151 1.311
N -1.450 1.512 1.215
N 0.598 -0.270 -0.585
I -2.360 -3.132 -1.218
H 1.657 2.480 0.936
H 3.180 -1.232 0.173
H 2.048 -2.037 1.089
H 2.579 -2.921 -0.496
H -3.184 1.826 0.226
H -1.871 2.087 -0.989
H 0.571 -2.126 -1.312
H 1.880 -1.133 -1.824
H 0.054 2.781 2.038
H -1.841 0.974 1.966
H -0.448 -0.245 -0.773

# 3
122
Properties=species:S:1:pos:R:3 method="wB97M-V/def2-TZVPD" total_charge=0 homo_lumo_gap_ha=0.345 e_lumo_ev=0.44 multiplicity=1
C -5.824 4.101 -0.364
C -5.263 2.708 -0.296
C -5.769 1.722 -1.304
N -4.439 2.405 0.625
B -3.256 1.680 0.526
O -2.721 0.975 1.634
B -1.452 1.373 1.872
I -0.808 2.045 3.794
O -0.562 1.406 0.823
B -1.108 2.009 -0.311
C -0.270 2.962 -1.226
C 0.000 2.293 -2.589
N 0.474 3.190 -3.643
O -2.432 1.734 -0.610
H -6.595 4.167 -1.129
H -6.297 4.318 0.590
H -5.037 4.822 -0.569
H -5.667 0.698 -0.964
H -6.825 1.917 -1.475
H -5.266 1.884 -2.259
H -0.863 3.865 -1.380
H 0.680 3.190 -0.743
H 0.752 1.514 -2.452
H -0.908 1.811 -2.948
H 1.077 3.902 -3.248
H -0.307 3.680 -4.058
F -0.222 3.554 8.158
C -0.490 2.289 8.567
C -1.172 1.456 7.707
C -1.437 0.158 8.113
C -1.029 -0.278 9.367
C -0.345 0.585 10.212
C -0.063 1.883 9.813
H -1.466 1.828 6.735
H -1.962 -0.513 7.447
H -1.240 -1.290 9.682
H -0.023 0.246 11.187
H 0.481 2.568 10.448
F 6.464 0.989 1.869
C 5.211 0.944 1.362
C 5.024 0.429 0.095
C 3.735 0.386 -0.415
C 2.666 0.854 0.334
C 2.883 1.370 1.603
C 4.166 1.416 2.130
H 5.873 0.074 -0.474
H 3.561 -0.011 -1.408
H 1.663 0.820 -0.066
H 2.053 1.747 2.185
H 4.356 1.810 3.119
F -0.316 -0.201 -4.576
C 0.856 -0.833 -4.801
C 1.677 -1.116 -3.729
C 2.878 -1.768 -3.962
C 3.241 -2.119 -5.255
C 2.398 -1.820 -6.317
C 1.190 -1.173 -6.095
H 1.372 -0.825 -2.731
H 3.531 -1.999 -3.134
H 4.180 -2.624 -5.434
H 2.680 -2.090 -7.326
H 0.516 -0.935 -6.906
F 4.883 -2.807 -1.829
C 5.247 -4.031 -1.374
C 6.081 -4.806 -2.150
C 6.450 -6.057 -1.676
C 5.980 -6.506 -0.450
C 5.140 -5.703 0.308
C 4.766 -4.447 -0.151
H 6.429 -4.435 -3.105
H 7.106 -6.680 -2.264
H 6.269 -7.484 -0.089
H 4.770 -6.052 1.262
H 4.118 -3.799 0.423
F 3.067 1.153 8.283
C 3.445 2.016 7.317
C 4.596 1.750 6.603
C 4.979 2.640 5.610
C 4.217 3.771 5.350
C 3.065 4.013 6.086
C 2.667 3.130 7.080
H 5.176 0.864 6.826
H 5.876 2.446 5.036
H 4.521 4.462 4.574
H 2.469 4.895 5.889
H 1.771 3.298 7.656
F 7.119 -9.000 -2.396
C 8.219 -9.478 -3.020
C 9.404 -9.545 -2.317
C 10.528 -10.037 -2.964
C 10.454 -10.444 -4.289
C 9.248 -10.361 -4.971
C 8.114 -9.877 -4.336
H 9.438 -9.217 -1.287
H 11.466 -10.102 -2.429
H 11.334 -10.824 -4.788
H 9.187 -10.675 -6.005
H 7.162 -9.809 -4.845
F -7.650 0.221 -2.958
C -8.088 0.187 -4.237
C -8.375 -1.034 -4.808
C -8.825 -1.060 -6.120
C -8.974 0.121 -6.834
C -8.674 1.335 -6.233
C -8.229 1.377 -4.920
H -8.246 -1.941 -4.233
H -9.060 -2.007 -6.585
H -9.323 0.094 -7.857
H -8.786 2.257 -6.788
H -7.995 2.312 -4.430
F -7.124 6.814 0.607
C -8.429 6.472 0.665
C -8.826 5.515 1.577
C -10.168 5.167 1.628
C -11.082 5.769 0.776
C -10.654 6.727 -0.132
C -9.316 7.090 -0.192
H -8.096 5.058 2.231
H -10.498 4.423 2.341
H -12.127 5.492 0.820
H -11.364 7.197 -0.800
H -8.960 7.838 -0.887

# 4
165
Properties=species:S:1:pos:R:3 method="wB97M-V/def2-TZVPD" total_charge=0 homo_lumo_gap_ha=0.349 e_lumo_ev=0.46 multiplicity=1
C 15.088 26.062 16.415
O 14.129 25.033 16.075
C 14.030 23.985 17.077
C 12.794 23.187 16.742
O 11.581 23.908 16.910
C 10.622 23.409 15.979
C 9.249 23.929 16.263
O 8.977 23.682 17.626
C 7.680 24.036 18.016
H 15.081 26.877 15.693
H 16.091 25.603 16.425
H 14.957 26.457 17.436
H 13.881 24.414 18.077
H 14.910 23.326 17.102
H 12.769 22.269 17.349
H 12.880 22.890 15.684
H 10.602 22.303 15.970
H 10.948 23.784 14.996
H 8.483 23.390 15.682
H 9.201 25.007 16.033
H 7.630 23.870 19.090
H 6.898 23.371 17.604
H 7.418 25.086 17.828
C 16.507 17.190 22.413
O 15.297 17.982 22.485
C 15.135 18.898 23.553
C 13.755 19.594 23.353
O 13.698 20.358 22.163
C 13.296 19.759 20.977
C 12.714 20.741 19.958
O 11.514 21.344 20.409
C 11.022 22.373 19.606
H 16.447 16.473 21.594
H 16.610 16.657 23.368
H 17.419 17.806 22.348
H 15.911 19.683 23.475
H 15.221 18.485 24.580
H 13.648 20.289 24.190
H 12.928 18.865 23.351
H 12.484 19.045 21.212
H 14.101 19.179 20.499
H 12.527 20.209 19.001
H 13.498 21.495 19.749
H 11.628 23.289 19.725
H 10.010 22.567 19.955
H 10.988 22.073 18.556
C 12.014 19.342 15.024
O 12.757 18.106 14.989
C 11.947 16.930 14.859
C 11.415 16.403 16.202
O 12.425 16.219 17.157
C 12.009 15.753 18.417
C 13.310 15.560 19.206
O 14.025 14.334 18.881
C 15.128 14.066 19.744
H 11.381 19.380 15.919
H 11.358 19.399 14.138
H 12.656 20.229 14.967
H 12.495 16.116 14.378
H 11.055 17.115 14.233
H 10.918 15.423 16.014
H 10.636 17.076 16.614
H 11.469 14.797 18.295
H 11.355 16.510 18.892
H 13.091 15.599 20.285
H 13.966 16.425 19.013
H 16.002 14.661 19.434
H 15.371 13.005 19.691
H 14.914 14.321 20.792
F 16.268 16.124 11.571
C 16.153 15.987 12.958
C 17.318 16.174 13.685
C 17.418 15.798 15.012
C 16.249 15.366 15.654
C 15.017 15.287 14.964
C 14.992 15.498 13.566
H 18.201 16.525 13.171
H 18.352 15.978 15.538
H 16.305 15.225 16.729
H 14.108 15.038 15.503
H 14.094 15.425 12.958
F 10.781 11.964 14.936
C 12.088 11.690 15.023
C 12.826 12.224 16.075
C 14.199 12.027 16.111
C 14.802 11.330 15.076
C 14.083 10.708 14.062
C 12.688 10.908 14.037
H 12.265 12.793 16.813
H 14.791 12.436 16.918
H 15.884 11.257 15.132
H 14.571 10.036 13.361
H 12.139 10.464 13.207
F 9.084 12.380 19.198
C 9.808 11.842 20.210
C 11.115 12.237 20.389
C 11.726 11.809 21.553
C 11.118 10.976 22.476
C 9.793 10.620 22.279
C 9.130 11.014 21.119
H 11.606 12.872 19.666
H 12.747 12.133 21.713
H 11.591 10.701 23.413
H 9.252 10.027 23.009
H 8.075 10.831 20.954
F 14.262 15.804 9.135
C 13.172 16.512 9.516
C 11.955 16.234 8.913
C 10.822 16.893 9.376
C 10.914 17.780 10.430
C 12.172 18.129 10.938
C 13.328 17.508 10.470
H 11.902 15.433 8.182
H 9.884 16.565 8.942
H 9.996 18.161 10.854
H 12.252 18.910 11.686
H 14.284 17.665 10.952
F 20.003 8.968 17.184
C 19.394 10.136 17.363
C 19.833 11.304 16.759
C 19.130 12.480 16.956
C 17.980 12.455 17.725
C 17.574 11.310 18.353
C 18.279 10.136 18.169
H 20.703 11.266 16.120
H 19.464 13.425 16.552
H 17.381 13.333 17.949
H 16.684 11.286 18.974
H 17.958 9.223 18.648
F 15.778 21.342 18.364
C 16.272 20.093 18.456
C 15.631 19.139 17.713
C 16.053 17.824 17.723
C 17.188 17.480 18.458
C 17.738 18.467 19.270
C 17.331 19.789 19.304
H 14.758 19.476 17.162
H 15.462 17.122 17.164
H 17.648 16.498 18.524
H 18.585 18.164 19.878
H 17.843 20.500 19.941
F 8.233 23.631 11.893
C 9.497 23.342 11.597
C 10.143 23.959 10.548
C 11.256 23.397 9.986
C 11.819 22.338 10.654
C 11.274 21.856 11.849
C 10.060 22.314 12.292
H 9.712 24.795 10.011
H 11.747 23.837 9.136
H 12.756 21.914 10.318
H 11.752 21.041 12.382
H 9.538 21.874 13.133
F 8.420 20.905 15.159
C 8.271 19.617 14.818
C 7.959 18.665 15.765
C 8.010 17.329 15.329
C 8.053 16.976 14.010
C 8.248 17.933 13.036
C 8.382 19.236 13.465
H 7.649 18.884 16.780
H 7.781 16.526 16.021
H 7.899 15.940 13.753
H 8.215 17.659 11.987
H 8.479 20.020 12.722